{
  "formula": "C14H36BaClN3O12",
  "method": "the ωB97M-V functional and the def2-TZVPD basis",
  "homo_ev": -8.53,
  "mol_weight_g_mol": 611.2,
  "e_above_lowest_kcal_mol": 0.0,
  "lumo_ha": 0.002,
  "species": ["Ba", "Cl", "O", "O", "O", "O", "N", "O", "O", "O", "C", "C", "O", "H", "H", "H", "H", "H", "H", "C", "O", "C", "C", "N", "C", "C", "O", "C", "H", "H", "H", "H", "H", "H", "H", "H", "H", "H", "H", "H", "H", "H", "H", "C", "O", "C", "C", "N", "C", "C", "O", "C", "H", "H", "H", "H", "H", "H", "H", "H", "H", "H", "H", "H", "H", "H", "H"],
  "coordinates": [[23.4117, -26.7261, 9.1525], [20.6784, -28.7059, 6.4701], [21.2411, -27.8824, 7.5186], [19.9601, -27.9161, 5.4732], [21.6034, -29.5219, 5.7629], [19.7866, -29.5332, 7.1871], [26.6195, -24.5969, 9.8051], [25.9278, -25.3512, 9.1652], [27.8090, -24.4800, 9.5802], [26.1055, -23.8776, 10.6519], [22.4456, -25.3516, 4.7941], [23.5557, -26.2323, 5.4001], [23.8543, -25.7083, 6.6553], [22.8423, -24.3778, 4.5071], [21.5527, -25.3159, 5.4183], [22.0897, -25.8741, 3.9062], [24.4828, -26.2593, 4.8275], [23.1516, -27.2403, 5.4936], [24.1034, -24.8169, 6.4003], [20.9432, -24.1987, 8.7400], [21.6997, -24.6652, 9.8922], [21.7898, -23.7575, 10.9801], [22.4584, -24.6429, 12.0228], [23.6843, -25.4243, 11.5499], [24.2486, -26.3608, 12.5136], [25.6863, -26.7940, 12.0487], [25.6012, -27.5225, 10.8660], [26.8231, -28.2123, 10.6377], [19.8828, -24.0929, 8.9690], [20.7461, -24.8463, 7.8857], [21.3035, -23.2254, 8.4068], [20.8188, -23.5346, 11.4224], [22.4455, -22.9264, 10.7206], [21.7066, -25.3231, 12.4232], [22.7161, -24.0002, 12.8647], [24.4720, -24.8296, 11.3355], [23.6541, -27.2714, 12.5870], [24.4064, -26.0250, 13.5386], [26.3369, -27.1594, 12.8433], [26.3559, -25.9480, 11.8939], [26.8114, -28.7223, 9.6745], [26.9539, -28.9789, 11.4015], [27.7120, -27.5838, 10.6924], [19.7076, -26.9749, 11.2452], [20.9921, -27.4722, 11.1157], [21.0366, -28.8470, 11.4974], [22.3931, -29.5508, 11.1592], [22.7232, -29.4860, 9.7915], [23.8893, -30.3312, 9.4619], [24.3979, -29.9184, 8.1058], [24.9531, -28.6211, 8.0779], [25.8162, -28.3399, 6.9566], [19.4393, -26.8687, 12.2963], [18.9709, -27.5871, 10.7251], [19.7453, -26.0129, 10.7340], [20.2091, -29.4338, 11.0986], [20.7376, -29.0381, 12.5281], [22.1309, -30.5377, 11.5404], [23.0712, -29.1683, 11.9220], [22.0243, -29.8746, 9.1746], [23.5907, -31.3770, 9.3894], [24.7122, -30.1935, 10.1633], [23.6104, -29.9674, 7.3538], [25.1834, -30.6264, 7.8414], [25.2550, -28.3211, 6.0223], [26.5845, -29.1009, 6.8197], [26.1884, -27.3293, 7.1243]],
  "mulliken_charge": [0.7090, 1.7265, -0.5478, -0.7084, -0.6833, -0.7228, 0.9011, -0.4353, -0.7059, -0.7274, -1.2427, -0.1812, -0.0503, 0.5042, 0.1298, 0.3599, 0.3834, 0.1270, 0.0868, -1.0006, 0.2337, -0.6103, -1.1564, 0.4176, -0.5828, -1.3239, 0.5266, -1.0054, 0.3464, 0.1888, 0.3524, 0.2894, 0.4494, 0.2996, 0.5421, 0.1120, 0.0699, 0.4802, 0.5556, 0.5397, 0.1341, 0.3610, 0.3225, -0.8981, 0.3882, -1.1933, -0.7985, 0.2996, -0.7924, -0.6795, 0.3278, -1.0444, 0.2999, 0.3512, 0.0849, 0.6025, 0.5034, 0.3877, 0.3532, 0.0547, 0.4551, 0.2165, 0.2844, 0.4593, 0.2209, 0.3864, 0.2664]
}

***

{
  "formula": "C14H36F6N2O8S2",
  "method": "the ωB97M-V functional and the def2-TZVPD basis",
  "homo_ev": [0.20, -7.39],
  "total_charge": -1,
  "mol_weight_g_mol": 538.6,
  "multiplicity": 2,
  "s2": 0.75,
  "lumo_ha": [0.094, 0.090],
  "species": ["N", "H", "H", "H", "H", "C", "F", "F", "F", "S", "O", "O", "N", "S", "O", "O", "C", "F", "F", "F", "C", "C", "C", "O", "H", "H", "H", "H", "H", "H", "H", "H", "C", "C", "C", "O", "H", "H", "H", "H", "H", "H", "H", "H", "C", "C", "C", "O", "H", "H", "H", "H", "H", "H", "H", "H", "C", "C", "C", "O", "H", "H", "H", "H", "H", "H", "H", "H"],
  "coordinates": [[-0.1216, -0.1370, 0.5125], [-0.0242, -0.3523, 1.4945], [0.8226, -0.3100, 0.1984], [-0.4018, 0.7983, 0.2540], [-0.7922, -0.7477, 0.0680], [3.8581, 1.5214, -0.1940], [4.5849, 0.8882, 0.7141], [2.8333, 2.2206, 0.3213], [4.6375, 2.3614, -0.7276], [3.1849, 0.3095, -1.5132], [2.4408, 1.1275, -2.4275], [4.4097, -0.2657, -2.0515], [2.3320, -0.7489, -0.3617], [3.2750, -1.9772, -0.2023], [3.1074, -2.9905, -1.2297], [4.6455, -1.7365, 0.2309], [2.5272, -2.7722, 1.3461], [1.1947, -3.0411, 1.1074], [3.2248, -3.9562, 1.6311], [2.5828, -1.9383, 2.3893], [-3.9306, -3.2808, -0.6130], [-3.4383, -2.0611, 0.1480], [-3.2038, -2.3647, 1.5959], [-2.2646, -1.6358, -0.3540], [-4.1725, -3.1598, -1.6689], [-4.9712, -3.3900, -0.3076], [-3.3110, -4.1642, -0.4589], [-4.2656, -1.3568, 0.2357], [-3.8520, -3.1344, 2.0149], [-3.2775, -1.4855, 2.2359], [-2.2056, -2.7902, 1.6991], [-2.2120, -2.0306, -1.2274], [2.2954, 1.4013, 3.5425], [1.5648, 0.3292, 4.1880], [0.6636, 0.7411, 5.4281], [0.7060, -0.2985, 3.2930], [2.7033, 1.1768, 2.5570], [3.0378, 1.8440, 4.2066], [1.5936, 2.2072, 3.3279], [2.3381, -0.4061, 4.4104], [0.0061, 1.5931, 5.2550], [1.1015, 1.1012, 6.3590], [-0.0319, -0.0420, 5.7301], [0.3333, -1.0534, 3.7544], [0.0515, 3.5002, -1.0743], [-1.1370, 3.5130, -0.0812], [-2.4165, 3.6244, -0.9813], [-1.0496, 2.3321, 0.6936], [0.9948, 3.5775, -0.5337], [-0.0696, 4.4799, -1.5366], [0.0260, 2.6662, -1.7756], [-1.0337, 4.3193, 0.6450], [-2.5218, 4.6228, -1.4059], [-3.1829, 3.5564, -0.2093], [-2.5149, 2.7464, -1.6197], [-1.4220, 2.4649, 1.5684], [-0.3135, -1.1742, -5.4064], [-0.6295, -0.9327, -3.9636], [-0.8678, 0.4204, -3.4312], [-1.6285, -1.7476, -3.4629], [-1.0765, -0.7714, -6.0725], [-0.2500, -2.2359, -5.6449], [0.6145, -0.7250, -5.7600], [0.1827, -1.2899, -3.3305], [-1.1119, 0.4344, -2.3690], [-1.7037, 0.8680, -3.9689], [-0.0002, 1.0627, -3.5823], [-2.4681, -1.3057, -3.6093]],
  "mulliken_charge": [-0.4269, 0.4070, 0.0017, 0.5980, 0.3700, 0.6447, -0.2164, -0.2016, -0.2421, 0.7756, -0.5424, -0.6039, -0.7834, 0.9853, -0.6962, -0.6263, 0.5476, -0.2530, -0.2383, -0.2315, -1.5991, 0.4791, -1.8962, -0.1057, 0.4488, 0.4611, 0.3531, 0.2685, 0.4325, 0.5326, 0.1668, -0.0305, -1.2565, 0.9492, -1.6817, 0.0654, -0.0868, 0.4907, 0.1625, 0.2375, 0.4058, 0.4422, 0.3127, 0.0248, -0.9287, -0.2579, -1.2911, 1.5818, 0.0689, 0.5399, -0.0005, 0.3907, 0.5799, 0.3282, 0.0640, -0.8994, -1.6603, 0.8762, -1.1146, -0.5075, 0.3738, 0.3667, 0.3608, 0.0474, 0.1623, 0.4480, 0.3160, 0.3106]
}

***

{
  "formula": "C14H37BIN7O15",
  "method": "the ωB97M-V functional and the def2-TZVPD basis",
  "homo_ev": -9.67,
  "mol_weight_g_mol": 681.2,
  "lumo_ha": -0.013,
  "smiles": "C[N+](=O)[O-].C[N+](=O)[O-].C[N+](=O)[O-].C[N+](=O)[O-].C[N+](=O)[O-].C[N+](=O)[O-].C[N+](=O)[O-].COCCCCCCBI",
  "species": ["C", "N", "O", "O", "H", "H", "H", "C", "N", "O", "O", "H", "H", "H", "C", "N", "O", "O", "H", "H", "H", "C", "N", "O", "O", "H", "H", "H", "C", "N", "O", "O", "H", "H", "H", "C", "N", "O", "O", "H", "H", "H", "C", "N", "O", "O", "H", "H", "H", "C", "O", "C", "C", "C", "C", "C", "C", "B", "I", "H", "H", "H", "H", "H", "H", "H", "H", "H", "H", "H", "H", "H", "H", "H", "H"],
  "coordinates": [[-5.0807, -2.7638, -2.7890], [-3.9129, -2.8564, -1.8705], [-3.2744, -1.8498, -1.6538], [-3.6796, -3.9448, -1.3862], [-5.1618, -1.7402, -3.1331], [-4.9000, -3.4518, -3.6090], [-5.9566, -3.0710, -2.2261], [1.3619, 5.9198, -1.8429], [0.7661, 4.5635, -1.9931], [1.1696, 3.6779, -1.2647], [-0.1044, 4.4311, -2.8239], [2.1169, 5.8764, -1.0675], [1.7839, 6.1928, -2.8050], [0.5546, 6.5959, -1.5793], [1.8375, 0.3447, -1.2912], [3.1943, -0.1079, -0.8816], [3.9905, 0.7243, -0.4992], [3.4279, -1.2970, -0.9538], [1.7790, 1.4198, -1.1731], [1.6995, 0.0460, -2.3258], [1.1243, -0.1697, -0.6539], [2.6051, 4.0691, 3.6393], [2.5132, 5.4096, 2.9965], [2.6826, 5.4761, 1.7960], [2.2688, 6.3484, 3.7217], [2.8265, 3.3396, 2.8696], [3.3936, 4.1181, 4.3837], [1.6497, 3.8705, 4.1152], [5.1413, -3.7211, -2.6750], [4.4478, -5.0251, -2.8637], [4.7603, -5.9476, -2.1433], [3.6050, -5.0720, -3.7363], [5.8594, -3.8244, -1.8710], [5.6240, -3.4778, -3.6164], [4.3800, -2.9862, -2.4333], [-3.2125, -6.6671, 0.3074], [-3.8817, -7.5515, 1.3011], [-4.6491, -7.0396, 2.0893], [-3.6129, -8.7327, 1.2531], [-3.5478, -5.6514, 0.4684], [-2.1417, -6.7643, 0.4568], [-3.4871, -7.0232, -0.6803], [7.1418, 0.8268, -1.3282], [8.4884, 0.2858, -0.9968], [9.3369, 1.0606, -0.6110], [8.6444, -0.9095, -1.1390], [7.1529, 1.8974, -1.1657], [6.9485, 0.5807, -2.3678], [6.4207, 0.3344, -0.6849], [-2.2407, 3.7110, -0.1846], [-3.6120, 3.3893, -0.2255], [-3.9767, 2.1861, -0.8716], [-4.0524, 1.0237, 0.1065], [-2.7004, 0.7844, 0.7723], [-2.5221, -0.5406, 1.4841], [-3.3800, -0.6886, 2.7524], [-2.5563, -0.9965, 4.0337], [-1.8383, 0.2666, 4.5813], [-0.1546, 1.1878, 3.6109], [-2.0519, 4.6656, -0.6777], [-1.9226, 3.7924, 0.8574], [-1.6203, 2.9479, -0.6558], [-4.9510, 2.3537, -1.3344], [-3.2747, 1.9324, -1.6730], [-4.8300, 1.2344, 0.8432], [-4.3657, 0.1365, -0.4496], [-1.9298, 0.8692, -0.0002], [-2.5221, 1.6011, 1.4746], [-2.6984, -1.3699, 0.7991], [-1.4740, -0.6206, 1.7710], [-4.0828, -1.5116, 2.6226], [-3.9803, 0.2074, 2.9186], [-3.2472, -1.3339, 4.8089], [-1.8783, -1.8273, 3.8288], [-2.2310, 0.8365, 5.5440]],
  "mulliken_charge": [-0.7833, 0.7750, -0.4509, -0.4891, 0.3067, 0.3155, 0.3131, -0.7587, 0.8060, -0.4900, -0.4993, 0.2850, 0.3162, 0.2907, -0.5322, 0.9964, -0.5573, -0.5861, 0.0988, 0.3327, 0.2670, -0.6031, 0.8770, -0.5157, -0.5323, 0.2640, 0.2839, 0.2031, -0.5664, 0.8793, -0.5224, -0.5343, 0.3104, 0.2809, 0.1693, -0.6752, 0.8808, -0.5273, -0.5342, 0.3029, 0.2923, 0.2646, -0.6262, 0.8780, -0.5383, -0.5360, 0.3216, 0.2576, 0.2517, -0.5322, -0.4488, -0.7429, -0.2217, -0.1077, -0.2391, -0.7681, -0.7777, 0.0951, 0.0168, 0.2736, 0.2761, 0.1931, 0.3865, 0.3895, 0.3114, 0.0982, 0.0641, 0.0947, 0.2241, 0.2477, 0.3078, 0.3321, 0.3309, 0.3124, -0.0780]
}

***

The records above give, respectively, largest force on an atom values of 4.17, 4.65, 0.33 eV/Å.